<i>
Molecular formula: C5H7P
Method: DFT, ωB97M-V/def2-TZVPD

Each line ends with the Mulliken charge.
Positions of all 13 atoms, in Å:
C 1.6633 0.2715 0.2743  -1.32
C 0.1762 0.3306 0.1588  0.39
C -0.5749 -1.3297 -0.0330  -0.55
C -1.8572 -1.1507 -0.1299  -0.34
P -2.4466 0.5812 0.1960  -0.11
C -0.7428 1.2508 0.2548  -0.33
H 2.2305 1.2760 0.1681  0.31
H 2.0805 -0.4113 -0.3795  0.35
H 2.0517 0.0626 1.2225  0.32
H 0.0914 -2.1254 0.2639  0.34
H -2.6365 -1.7766 0.0066  0.45
H -3.0317 1.1611 -1.0741  0.04
H -0.6853 2.2800 0.3090  0.45

=====

<ii>
Molecular formula: C5H7P
Method: DFT, ωB97M-V/def2-TZVPD

Each line ends with the Mulliken charge.
Positions of all 13 atoms, in Å:
C -1.6376 1.2478 0.0543  -0.44
C 0.4787 -0.1487 -0.0654  0.24
C 1.6618 -0.6020 0.1689  -0.68
C -0.1923 1.2242 -0.1929  -0.49
C -1.2763 -1.4180 -0.2477  -0.90
P -2.5854 -0.1999 0.0953  -0.05
H -2.1486 2.1197 0.1085  0.46
H 1.8467 -1.6531 0.0456  0.26
H 2.6195 -0.0501 0.3805  0.26
H -0.1252 1.5205 -1.2401  0.21
H 0.5729 1.9442 0.2818  0.31
H -1.3350 -2.0469 -1.0851  0.40
H -0.8559 -1.9285 0.5635  0.40

=====

Quick one: least stable of them? <ii>

=====

<i>
Molecular formula: C7H10S
Method: DFT, ωB97M-V/def2-TZVPD

Each line ends with the Mulliken charge.
Positions of all 18 atoms, in Å:
S -3.2151 -0.0109 -0.3555  -0.28
C -1.6793 -0.5022 0.5784  0.08
C -0.5222 -0.7303 -0.2802  0.08
C 0.6512 -1.5393 -0.1193  -1.09
C 1.8525 -0.5529 -0.2718  -0.36
C 1.5390 0.8281 -0.3842  -0.45
C 0.2268 1.6168 0.0393  -0.49
C -0.5467 0.4194 0.7253  -0.63
H -2.4347 1.4392 -0.7140  0.16
H -2.0010 -1.0363 1.5186  0.30
H -0.7818 -0.4943 -1.3047  0.32
H 0.8102 -2.1870 0.8395  0.26
H 0.6201 -2.4143 -0.7816  0.39
H 2.8229 -0.8118 -0.4441  0.50
H 2.4836 1.4300 -0.4182  0.28
H 0.3504 2.3780 0.8128  0.33
H -0.2864 1.9312 -0.9617  0.29
H 0.1107 0.2365 1.5215  0.30

=====

<ii>
Molecular formula: C7H10S
Method: DFT, ωB97M-V/def2-TZVPD

Each line ends with the Mulliken charge.
Positions of all 18 atoms, in Å:
C -1.0439 -0.5324 1.4199  -1.32
C -0.6693 -0.7405 -0.0385  0.69
C -1.7646 -0.2790 -1.0080  -0.76
C -0.4655 0.4571 -0.9056  -0.15
C 0.3167 1.4731 -0.1623  -0.63
C 1.4939 0.9388 0.2136  -0.24
C 1.9499 -0.4285 -0.2392  -0.75
S 0.7347 -1.8267 -0.2599  -0.17
H -0.1928 -0.2850 2.0904  0.35
H -1.5234 -1.4230 1.8347  0.34
H -1.7705 0.2630 1.4502  0.36
H -2.6791 0.0051 -0.4753  0.24
H -1.9198 -0.7733 -1.9372  0.26
H 0.0897 0.1714 -1.8160  0.27
H 0.0473 2.5390 0.0138  0.35
H 2.2287 1.5549 0.7205  0.41
H 2.7843 -0.7413 0.3732  0.43
H 2.3837 -0.3728 -1.2744  0.33

=====

<iii>
Molecular formula: C7H10S
Method: DFT, ωB97M-V/def2-TZVPD

Each line ends with the Mulliken charge.
Positions of all 18 atoms, in Å:
C -1.8971 -0.3854 -0.9432  -0.31
C -1.2750 0.6219 -0.2629  -0.82
C -0.0472 1.4366 -0.2052  0.34
C 0.6353 1.3354 1.0741  -0.80
C 1.3060 0.6380 -0.1283  -0.48
C 1.3804 -0.9114 -0.4272  0.31
C 0.3058 -1.6631 0.4907  -0.88
S 2.4436 -1.4502 -1.4658  -0.31
H -1.5196 -0.9850 -1.9964  0.19
H -2.9326 -0.6313 -0.7002  0.26
H -1.8994 0.6429 0.5749  0.31
H 0.1305 2.3258 -0.9700  0.38
H 1.1063 2.2758 1.5220  0.27
H 0.1919 0.6495 1.8334  0.21
H 1.9289 1.2639 -0.5926  0.62
H -0.2169 -2.7417 0.0717  0.25
H -0.5478 -0.7230 0.7941  0.06
H 0.9070 -1.6985 1.3309  0.41

=====

Quick one: least stable of them? <iii>

=====

<i>
Molecular formula: C2H3NS3
Method: DFT, ωB97M-V/def2-TZVPD

Each line ends with the Mulliken charge.
Positions of all 9 atoms, in Å:
C -2.4816 0.6502 -0.0702  0.49
C 1.9370 0.0932 -0.7066  -0.55
N 0.1353 -0.9544 0.8255  -0.55
S -2.3774 -0.9012 0.0971  -0.23
S -2.6195 2.1336 -0.5113  -0.27
S 1.2306 0.1789 0.8335  0.26
H 2.9874 0.4090 -0.7534  0.27
H 1.6016 -0.6830 -1.3782  0.28
H -0.4135 -0.9263 1.6636  0.29

=====

<ii>
Molecular formula: C2H3NS3
Method: DFT, ωB97M-V/def2-TZVPD

Each line ends with the Mulliken charge.
Positions of all 9 atoms, in Å:
C -0.0466 -1.4015 -0.2169  0.00
C -1.1942 1.1051 0.3006  -0.06
H 2.8169 0.1016 -0.5394  0.21
H -0.4301 -2.3985 0.2340  0.33
H 0.1135 1.1793 0.6086  0.24
N 1.1724 -0.9863 0.0913  -0.32
S 1.4872 0.6366 -0.2545  -0.20
S -1.3905 -0.3639 -0.6852  -0.02
S -2.5287 2.1277 0.4616  -0.17

=====

Quick one: least stable of them? <ii>

=====

<i>
Molecular formula: C3H4S2
Method: DFT, ωB97M-V/def2-TZVPD

Each line ends with the Mulliken charge.
Positions of all 9 atoms, in Å:
C -0.4701 -0.6708 0.4784  -0.36
C 0.7061 -0.6508 -0.0536  0.11
C 1.8704 -0.3036 -0.5184  -0.51
S -1.6144 0.5721 -0.4037  0.02
S -1.3755 2.4542 0.1357  -0.35
H -1.0253 -1.3333 1.1465  0.37
H 2.0277 -0.6371 -1.5446  0.25
H 2.4168 0.3155 0.1513  0.28
H -2.5357 0.2538 0.6084  0.19

=====

<ii>
Molecular formula: C3H4S2
Method: DFT, ωB97M-V/def2-TZVPD

Each line ends with the Mulliken charge.
Positions of all 9 atoms, in Å:
C -1.0416 -0.2106 -0.4828  -0.87
C 0.0948 0.4530 0.1942  0.36
S 0.0958 2.0628 0.4703  -0.24
C 1.2788 -0.1417 0.5796  -0.17
S 1.5831 -1.4740 -0.1870  -0.31
H -1.9410 -0.0453 0.1117  0.29
H -0.8116 -1.3439 -0.5137  0.32
H -1.1037 0.2691 -1.4863  0.27
H 1.8454 0.4306 1.3140  0.35

=====

<iii>
Molecular formula: C3H4S2
Method: DFT, ωB97M-V/def2-TZVPD

Each line ends with the Mulliken charge.
Positions of all 9 atoms, in Å:
C -1.5993 0.7824 -1.9138  -0.02
C -0.8071 0.3177 -1.1291  -0.22
C -0.1941 -0.3507 -0.1153  -0.53
S 1.1600 1.3640 2.1425  -0.19
S 1.1252 -1.3456 -0.3794  -0.17
H -2.4334 1.0202 -2.5129  0.41
H -0.7736 -0.3469 0.8186  0.46
H 2.1854 0.4501 2.2365  0.12
H 1.3371 -1.8912 0.8531  0.15

=====

<iv>
Molecular formula: C3H4S2
Method: DFT, ωB97M-V/def2-TZVPD

Each line ends with the Mulliken charge.
Positions of all 9 atoms, in Å:
C 1.7774 -1.7651 -0.4374  -0.35
C 1.7329 -0.8017 0.2861  -0.37
C -1.0835 0.6872 0.8103  -0.10
S -1.5333 2.1548 0.0181  -0.15
S -1.2402 -0.6218 -0.1622  -0.07
H 1.8587 -2.7748 -0.7465  0.36
H -1.3663 3.0342 1.0788  0.18
H 1.4222 0.1584 0.5024  0.41
H -1.5679 -0.0712 -1.3496  0.10

=====

Quick one: least stable of them? <iv>